{"formula": "C10H21N5O4", "method": "ωB97M-V/def2-TZVPD", "charge": 0, "e_homo_ev": -8.97, "orbital_gap_ev": 9.37, "smiles": "[H]/N=C(/N)NCCC[C@H](N)C(=O)N[C@H](C(=O)O)[C@@H](C)O", "symbols": ["H", "N", "C", "N", "N", "C", "C", "C", "C", "N", "C", "O", "N", "C", "C", "O", "O", "C", "C", "O", "H", "H", "H", "H", "H", "H", "H", "H", "H", "H", "H", "H", "H", "H", "H", "H", "H", "H", "H", "H"], "positions_angstrom": [[-0.657, -1.463, 1.206], [-0.810, -1.832, 0.203], [-2.102, -2.122, -0.013], [-2.189, -3.268, -0.950], [-3.152, -1.573, 0.564], [-3.021, -0.220, 1.104], [-3.299, 0.956, 0.149], [-2.068, 1.345, -0.783], [-0.938, 2.237, -0.444], [-1.146, 3.598, -1.069], [0.555, 1.617, -0.654], [1.375, 2.542, -0.457], [1.028, 0.352, -0.694], [2.469, 0.134, -0.496], [3.023, -1.086, -1.212], [3.942, -1.021, -2.015], [2.436, -2.373, -0.762], [2.798, 0.156, 1.123], [3.875, -0.818, 1.555], [3.145, 1.446, 1.623], [-1.203, -3.599, -0.934], [-2.841, -4.012, -0.853], [-4.091, -2.055, 0.548], [-3.615, 0.004, 2.011], [-1.916, -0.288, 1.263], [-3.454, 1.823, 0.681], [-4.236, 0.880, -0.439], [-1.736, 0.426, -1.305], [-2.651, 1.774, -1.554], [-0.856, 2.608, 0.615], [-0.207, 4.020, -0.805], [-1.109, 3.463, -2.029], [0.238, -0.367, -0.673], [3.035, 0.995, -0.888], [2.632, -2.904, -1.603], [1.925, -0.231, 1.643], [3.731, -1.833, 1.031], [3.776, -0.863, 2.671], [4.824, -0.318, 1.473], [2.491, 1.869, 1.165]], "forces_ev_per_a": [[-0.4, -0.3, -2.3], [-1.4, 0.3, 1.7], [3.7, -3.3, -1.0], [1.6, 2.5, 1.1], [-3.6, -0.2, 0.2], [0.9, 0.5, 0.1], [1.7, -1.3, -1.3], [-2.2, -2.7, -0.9], [0.7, 0.8, 1.0], [2.5, -0.9, 2.8], [1.2, 2.9, 1.6], [-0.2, -0.5, -0.5], [-2.7, -0.5, -0.7], [0.1, 0.5, 1.8], [0.7, -1.5, 0.1], [-2.3, -0.6, 1.6], [1.5, 2.1, -3.4], [0.6, -1.6, -0.5], [-0.5, -0.7, 0.6], [1.7, -2.9, 0.6], [-1.2, 0.1, -0.2], [-0.8, -0.1, 0.4], [1.7, 0.9, -0.3], [0.5, -1.0, -0.2], [-1.1, 1.3, 0.8], [-0.5, 1.9, 1.9], [0.6, -0.5, 0.1], [0.1, 0.2, 0.5], [-0.1, 1.1, -1.2], [-0.2, -1.3, -0.5], [-1.5, 0.0, -0.7], [0.0, -0.1, -2.4], [1.9, 0.1, 0.2], [-0.5, -0.4, -0.1], [-0.3, 0.5, 1.9], [-0.8, 0.3, -0.3], [0.7, 1.6, 1.2], [-0.1, -0.6, -0.9], [0.7, -0.3, -0.8], [-2.6, 3.5, -1.6]]}

{"formula": "C3H10N2", "method": "ωB97M-V/def2-TZVPD", "charge": 1, "spin_multiplicity": 2, "e_homo_ev": [-12.36, -12.35], "orbital_gap_ev": [8.76, 3.65], "symbols": ["C", "N", "H", "H", "H", "C", "N", "C", "H", "H", "H", "H", "H", "H", "H"], "positions_angstrom": [[-2.146, -1.486, -4.024], [-1.565, -2.052, -3.066], [-2.739, -2.008, -4.775], [-2.138, -0.416, -4.274], [-1.138, -1.386, -2.425], [0.563, -0.353, 1.418], [0.759, 0.597, 2.471], [1.545, 1.784, 2.155], [1.501, -0.659, 1.039], [0.074, 0.158, 0.574], [0.022, -1.246, 1.703], [-0.125, 0.907, 2.885], [2.489, 1.452, 1.721], [0.993, 2.472, 1.515], [1.904, 2.235, 3.083]], "forces_ev_per_a": [[-0.4, 0.8, -0.9], [-0.3, -0.4, 0.4], [0.3, -0.7, 0.3], [0.2, 0.1, 0.6], [0.2, 0.2, -0.3], [0.2, -0.7, 0.3], [-1.7, 2.0, -1.9], [2.1, -1.1, 1.1], [1.2, -0.3, -0.4], [-0.3, 0.1, 0.2], [-0.4, 0.2, 0.3], [0.1, -0.7, 0.9], [-0.3, 0.1, -0.6], [-0.2, 0.0, 0.1], [-0.7, 0.4, 0.1]]}

{"formula": "C4H12", "method": "ωB97M-V/def2-TZVPD", "charge": 0, "e_homo_ev": -11.64, "orbital_gap_ev": 12.72, "smiles": "CC.CC", "symbols": ["C", "C", "H", "H", "H", "H", "H", "H", "C", "C", "H", "H", "H", "H", "H", "H"], "positions_angstrom": [[-1.098, 2.517, 1.100], [-1.208, 1.095, 1.637], [-0.244, 2.629, 0.450], [-1.986, 2.908, 0.603], [-0.969, 3.199, 1.942], [-0.182, 0.774, 1.834], [-1.662, 1.053, 2.618], [-1.643, 0.392, 0.937], [1.130, -1.987, -0.678], [1.128, -1.624, -2.149], [2.045, -2.495, -0.364], [0.954, -1.168, 0.012], [0.312, -2.641, -0.348], [2.000, -1.035, -2.434], [1.179, -2.548, -2.728], [0.241, -1.067, -2.431]], "forces_ev_per_a": [[-0.6, 0.4, 0.6], [1.0, 0.2, 0.0], [0.2, 0.1, -0.3], [-0.1, -0.3, -0.2], [0.3, 0.0, 0.0], [0.0, -0.3, -0.1], [-0.6, -0.1, 0.0], [-0.2, -0.1, 0.0], [-0.4, -0.3, 1.0], [0.2, -0.3, 0.1], [0.0, 0.1, -0.1], [0.4, 0.6, -0.2], [0.0, -0.3, -0.7], [0.0, 0.1, 0.1], [-0.1, 0.1, -0.2], [-0.2, 0.0, -0.1]]}

{"formula": "C23H37Cl2GeN3O12P2Pr", "method": "ωB97M-V/def2-TZVPD", "charge": -1, "spin_multiplicity": 3, "e_homo_ev": [-4.28, -4.25], "orbital_gap_ev": [6.58, 6.56], "symbols": ["Pr", "O", "N", "N", "O", "C", "C", "C", "C", "C", "C", "H", "H", "H", "H", "H", "N", "C", "C", "P", "O", "O", "O", "P", "O", "O", "O", "H", "H", "H", "H", "H", "H", "H", "H", "Cl", "C", "C", "C", "Cl", "C", "O", "C", "C", "O", "C", "H", "H", "H", "C", "O", "C", "C", "O", "C", "H", "H", "H", "H", "H", "H", "H", "H", "H", "H", "C", "Ge", "C", "C", "C", "H", "H", "H", "H", "H", "H", "H", "H", "H", "H", "H"], "positions_angstrom": [[0.106, -0.190, 0.368], [2.034, -0.905, 1.526], [3.098, -0.770, 0.853], [2.971, -0.767, -0.426], [1.848, -0.956, -1.078], [4.147, -0.599, -1.164], [5.367, -0.348, -0.536], [6.512, -0.210, -1.297], [6.461, -0.307, -2.682], [5.244, -0.543, -3.303], [4.091, -0.687, -2.553], [5.382, -0.255, 0.538], [7.456, -0.016, -0.805], [7.360, -0.186, -3.272], [5.186, -0.614, -4.380], [3.127, -0.860, -3.006], [-0.079, 3.862, 1.700], [0.786, 3.053, 2.595], [1.267, 3.800, 3.805], [-0.245, 1.528, 2.855], [-1.219, 2.089, 4.064], [0.407, 0.286, 3.281], [-1.066, 1.549, 1.581], [2.178, 2.463, 1.517], [2.437, 3.997, 0.848], [3.395, 2.065, 2.234], [1.551, 1.645, 0.438], [-0.652, 4.543, 2.200], [-0.698, 3.056, 1.300], [0.503, 4.285, 0.969], [0.439, 4.109, 4.445], [1.856, 4.668, 3.508], [1.919, 3.135, 4.366], [-1.375, 1.353, 4.651], [3.264, 3.910, 0.381], [-6.250, -3.990, 3.324], [-4.771, -3.187, 2.884], [-3.635, -3.371, 3.681], [-2.462, -2.771, 3.313], [-1.067, -2.929, 4.318], [-2.304, -1.992, 2.109], [-1.189, -1.576, 1.724], [-3.539, -1.745, 1.403], [-3.550, -0.787, 0.338], [-2.628, -0.068, -0.025], [-4.732, -2.375, 1.783], [-3.684, -3.961, 4.581], [-4.539, -0.718, -0.171], [-5.631, -2.199, 1.207], [-2.125, -2.089, -2.192], [-1.086, -2.302, -1.263], [-0.780, -3.667, -1.067], [0.708, -3.750, -0.713], [1.004, -3.055, 0.470], [0.904, -3.792, 1.668], [-1.866, -2.512, -3.172], [-2.223, -1.010, -2.283], [-3.073, -2.532, -1.856], [-0.958, -4.236, -1.990], [-1.406, -4.096, -0.268], [1.264, -3.214, -1.493], [1.038, -4.801, -0.661], [1.605, -4.641, 1.669], [-0.108, -4.164, 1.850], [1.170, -3.081, 2.450], [-1.016, 3.200, -4.346], [-1.616, 2.139, -2.703], [-2.419, 3.555, -1.506], [-3.250, 1.202, -3.405], [-0.256, 0.956, -1.979], [-1.768, 3.898, -4.704], [-0.788, 2.509, -5.154], [-0.108, 3.757, -4.130], [-3.266, 4.021, -2.007], [-1.721, 4.345, -1.236], [-2.785, 3.087, -0.597], [-3.894, 1.897, -3.939], [-3.818, 0.778, -2.584], [-2.984, 0.401, -4.093], [0.692, 1.519, -2.023], [-0.149, 0.160, -2.730]], "forces_ev_per_a": [[-1.5, -1.2, -1.8], [1.1, 0.1, -0.6], [0.2, -0.4, 0.3], [-0.3, -0.3, 0.7], [0.1, 0.2, 0.1], [1.1, 0.1, -0.7], [-0.1, 0.0, 0.1], [0.0, 0.0, -0.1], [0.0, 0.0, -0.1], [0.2, 0.0, 0.0], [-0.4, 0.0, 0.3], [0.1, 0.0, 0.1], [0.0, 0.0, 0.0], [0.0, 0.0, 0.0], [0.0, 0.0, 0.0], [0.0, 0.0, -0.1], [-0.5, -0.3, -0.7], [0.5, -1.0, 0.1], [0.1, 0.0, 0.2], [-1.3, 1.2, 2.1], [0.5, 0.1, -0.8], [0.4, 0.1, -0.2], [-0.2, 0.3, 0.1], [0.9, 1.5, -0.1], [-0.5, -0.8, 0.5], [-0.1, -0.1, 0.3], [0.2, 0.4, 0.1], [0.1, -0.1, -0.1], [0.0, 0.7, -0.2], [-0.2, 0.3, 0.1], [0.0, 0.0, 0.0], [0.0, 0.0, 0.0], [0.0, 0.0, 0.1], [-0.2, -0.4, 0.5], [0.5, 0.2, -0.4], [-0.2, -0.1, 0.1], [0.0, 0.0, -0.1], [0.1, 0.3, -0.3], [0.1, 0.0, -0.1], [0.1, -0.1, 0.3], [-0.9, -0.2, 0.0], [0.0, -0.3, 0.5], [0.7, -0.4, 0.6], [0.0, 0.5, -0.6], [-0.6, -0.4, 0.0], [0.1, 0.1, 0.0], [0.0, -0.1, 0.1], [0.1, 0.2, 0.0], [-0.1, 0.0, -0.1], [0.0, 0.3, -0.1], [0.0, -0.1, 0.0], [0.5, -0.2, 0.3], [-0.3, 0.1, -0.3], [-0.1, -0.3, -0.1], [0.1, 0.1, 0.0], [0.0, 0.0, 0.1], [-0.1, -0.1, 0.0], [0.1, 0.0, 0.0], [0.0, 0.0, 0.0], [0.0, 0.1, -0.1], [-0.1, -0.2, 0.0], [-0.1, 0.1, 0.0], [0.0, 0.1, -0.1], [0.0, 0.0, 0.0], [-0.1, -0.2, 0.0], [-0.1, -0.4, 0.7], [-0.1, 0.3, -0.5], [0.3, -0.5, -0.2], [0.4, 0.2, 0.2], [-0.4, 0.5, -0.2], [-0.2, 0.1, 0.0], [0.0, -0.2, -0.1], [0.2, 0.1, 0.1], [-0.1, 0.0, -0.1], [0.2, 0.1, 0.0], [-0.1, -0.1, 0.2], [0.0, 0.2, -0.1], [-0.1, -0.1, 0.2], [0.1, -0.1, -0.1], [-0.1, -0.1, 0.0], [0.0, -0.1, 0.0]]}

{"formula": "BF4H26O13", "method": "ωB97M-V/def2-TZVPD", "charge": -1, "e_homo_ev": -7.17, "orbital_gap_ev": 9.59, "symbols": ["B", "F", "F", "F", "F", "O", "H", "H", "O", "H", "H", "O", "H", "H", "O", "H", "H", "O", "H", "H", "O", "H", "H", "O", "H", "H", "O", "H", "H", "O", "H", "H", "O", "H", "H", "O", "H", "H", "O", "H", "H", "O", "H", "H"], "positions_angstrom": [[0.113, -0.135, 0.987], [-0.364, -0.895, 2.037], [-0.482, 1.124, 0.939], [1.473, 0.120, 1.062], [-0.019, -0.811, -0.301], [2.434, 2.350, -0.471], [2.006, 1.773, 0.195], [2.330, 1.790, -1.246], [-2.750, -0.627, -1.706], [-2.896, -0.673, -2.611], [-1.968, -1.176, -1.655], [4.185, -0.130, 1.074], [4.232, 0.730, 0.543], [3.387, -0.003, 1.518], [-1.296, -2.976, 1.029], [-1.196, -2.862, 0.140], [-0.689, -2.290, 1.500], [-2.514, 1.783, -0.675], [-2.731, 0.875, -0.866], [-1.566, 1.901, -0.705], [-0.080, 3.174, -1.187], [-0.645, 3.506, -0.541], [0.704, 2.913, -0.642], [3.159, -1.043, -1.294], [2.633, -0.337, -1.623], [3.515, -0.743, -0.470], [0.605, -2.840, -2.148], [0.949, -3.716, -2.379], [0.082, -2.358, -2.809], [-2.610, 0.837, 2.587], [-2.440, 1.590, 3.116], [-1.717, 0.531, 2.348], [-3.409, -1.865, 2.403], [-2.658, -2.244, 1.972], [-3.239, -0.995, 2.615], [1.982, -3.085, 0.243], [2.772, -3.042, 0.848], [2.083, -2.515, -0.514], [1.036, 0.369, -2.348], [0.599, -0.180, -1.698], [0.327, 0.823, -2.783], [-1.585, 3.963, 0.850], [-2.181, 4.332, 1.514], [-1.562, 3.056, 1.152]], "forces_ev_per_a": [[0.7, 0.4, -2.1], [0.3, 0.6, 0.5], [-0.2, -0.2, 0.3], [1.0, 0.0, 0.8], [-0.9, 0.2, 1.2], [0.1, -0.6, 0.9], [0.3, 0.3, 0.0], [-0.1, 0.0, -0.6], [0.5, -0.8, 1.6], [-1.0, 0.3, -2.7], [0.5, -0.2, 0.9], [2.4, 1.8, -2.1], [0.2, -1.6, 1.0], [-2.4, 0.0, 1.4], [0.5, 0.3, 4.9], [0.8, 0.6, -3.6], [-1.5, -2.2, -1.6], [-1.0, 1.2, 0.2], [0.3, -0.4, -0.1], [0.3, -0.3, -0.4], [2.4, -1.4, -1.1], [-1.8, 1.5, 1.4], [-0.5, 0.4, -1.1], [0.5, -1.3, -0.9], [-0.8, 0.8, -0.7], [0.5, 0.1, 1.1], [-0.2, 0.4, 0.5], [-0.6, 0.6, -0.6], [0.7, -1.0, -0.2], [0.2, -1.0, -0.5], [0.1, 1.1, 0.9], [-0.6, 0.1, 0.0], [-2.0, -2.7, 0.2], [0.9, -0.4, -0.8], [0.7, 3.0, 0.6], [0.7, -1.2, 2.0], [-1.2, 0.3, -1.5], [0.6, 0.8, -0.4], [0.8, 0.1, -0.7], [-0.2, -0.4, 0.8], [-0.5, 0.8, -0.3], [-0.3, 0.6, 1.2], [0.0, 0.4, -0.4], [0.0, -0.9, -0.3]]}

{"formula": "C26H28Cl2N5NiO", "method": "ωB97M-V/def2-TZVPD", "charge": 2, "spin_multiplicity": 4, "e_homo_ev": [-13.92, -13.77], "orbital_gap_ev": [7.01, 3.27], "symbols": ["Ni", "O", "H", "N", "C", "C", "C", "C", "C", "H", "H", "H", "H", "H", "N", "C", "C", "C", "C", "C", "H", "H", "H", "H", "H", "N", "C", "C", "C", "C", "C", "H", "H", "H", "H", "H", "N", "C", "C", "C", "C", "C", "H", "H", "H", "H", "H", "N", "C", "C", "C", "C", "C", "H", "H", "H", "H", "H", "C", "Cl", "Cl", "H", "H"], "positions_angstrom": [[0.058, -0.457, -1.399], [-0.918, -0.205, 0.331], [-0.922, -0.612, 1.219], [1.556, -1.846, -0.295], [1.828, -1.657, 1.048], [2.835, -2.295, 1.789], [3.595, -3.266, 1.135], [3.405, -3.493, -0.196], [2.424, -2.746, -0.889], [1.081, -1.016, 1.494], [3.032, -2.124, 2.837], [4.413, -3.754, 1.643], [4.042, -4.264, -0.603], [2.245, -2.995, -1.924], [1.230, 1.306, -0.853], [0.629, 2.447, -0.381], [1.318, 3.581, 0.073], [2.681, 3.600, -0.074], [3.302, 2.521, -0.710], [2.582, 1.366, -0.994], [-0.416, 2.250, -0.195], [0.798, 4.420, 0.511], [3.217, 4.519, 0.115], [4.374, 2.534, -0.844], [3.107, 0.542, -1.454], [-1.371, 0.799, -2.385], [-2.627, 1.117, -1.895], [-3.748, 1.538, -2.662], [-3.538, 1.592, -4.034], [-2.303, 1.302, -4.562], [-1.259, 0.927, -3.723], [-2.746, 0.963, -0.833], [-4.734, 1.799, -2.309], [-4.353, 1.864, -4.688], [-2.127, 1.396, -5.623], [-0.330, 0.778, -4.252], [2.692, 0.874, 5.676], [1.637, 0.236, 5.018], [0.869, 0.940, 4.075], [1.168, 2.271, 3.839], [2.255, 2.917, 4.469], [3.008, 2.184, 5.388], [1.328, -0.714, 5.427], [-0.056, 0.540, 3.685], [0.698, 2.923, 3.118], [2.423, 3.958, 4.238], [3.723, 2.619, 6.070], [-1.260, -2.015, -1.879], [-2.249, -2.567, -1.069], [-3.060, -3.614, -1.414], [-3.036, -4.051, -2.733], [-2.180, -3.455, -3.606], [-1.247, -2.503, -3.149], [-2.304, -2.238, -0.042], [-3.788, -4.074, -0.761], [-3.735, -4.843, -2.957], [-2.215, -3.727, -4.651], [-0.625, -1.937, -3.827], [-3.175, 0.773, 2.046], [-2.961, -0.157, 3.516], [-4.682, 1.711, 2.112], [-2.342, 1.427, 1.791], [-3.246, 0.088, 1.201]], "forces_ev_per_a": [[-1.0, 0.2, 2.6], [-0.1, 0.3, 0.5], [0.3, 0.0, -1.1], [2.8, -1.3, 0.6], [-0.6, -0.2, -0.8], [-0.6, -0.2, -1.2], [0.3, 1.1, 0.8], [-0.7, 0.5, -0.5], [-0.8, -0.2, 0.9], [0.3, 0.3, 0.2], [-0.4, 0.3, 0.0], [-0.1, -0.2, 0.2], [-0.3, 0.1, -0.8], [0.0, 0.3, -0.2], [1.1, 1.3, -0.2], [0.4, -1.8, 0.6], [-0.8, -1.0, -0.3], [0.4, 0.0, -1.3], [0.1, -0.2, 1.1], [-0.7, 1.0, -0.4], [-0.3, 0.5, -0.2], [-0.2, 0.0, -0.1], [0.3, -0.1, 0.3], [0.0, 0.0, -0.2], [-0.2, -0.3, 0.1], [-1.9, 0.5, -0.9], [-0.1, -0.2, -0.2], [2.1, -0.6, -0.4], [-0.5, 0.2, 0.1], [0.4, 0.0, 0.2], [-0.5, 0.5, -0.4], [0.3, 0.0, 0.1], [0.2, -0.2, 0.7], [-0.1, 0.1, -0.1], [0.1, -0.1, 0.0], [0.5, -0.3, 0.6], [-3.3, 2.3, -4.3], [1.4, 0.6, 1.9], [0.5, 0.6, 0.8], [1.9, 0.8, 0.0], [-1.0, -1.7, -0.1], [0.0, -1.6, 1.9], [0.2, -0.3, -0.2], [0.1, -0.6, 0.0], [-0.8, -0.5, -0.1], [0.5, 0.0, 0.4], [0.5, 0.2, -0.3], [-1.6, -1.8, -0.6], [1.8, 0.4, 0.5], [-0.1, 0.2, -1.0], [-0.6, -0.3, 1.1], [1.2, 0.4, -0.8], [-1.4, 0.6, 1.0], [0.3, 0.5, -0.1], [0.2, 0.3, 0.4], [0.1, 0.0, -0.7], [0.3, 0.0, -0.1], [0.3, -0.4, -0.3], [-0.6, 0.2, -1.1], [0.5, -0.1, 0.2], [0.2, 0.0, 0.0], [0.0, 0.0, 0.6], [-0.1, -0.1, 0.3]]}

| no. | maximum force (Eh/bohr) |
| --- | --- |
| 1 | 0.09832 |
| 2 | 0.06262 |
| 3 | 0.02230 |
| 4 | 0.05347 |
| 5 | 0.09552 |
| 6 | 0.11449 |